{"formula": "C3H4ClFO2", "method": "ωB97M-V with the def2-TZVPD basis set", "elements": ["O", "C", "O", "C", "C", "F", "Cl", "H", "H", "H", "H"], "coordinates": [[-1.2482, 0.4758, -0.5814], [-0.9693, -0.7299, -0.7842], [-1.4632, -1.2768, -1.8951], [0.2378, -1.2047, 0.2554], [0.8142, -0.1959, 1.0542], [-0.0537, 0.2353, 2.1483], [1.1607, 1.3613, -0.1400], [-0.8989, -1.9745, -2.3452], [1.1740, -1.4778, -0.2364], [-0.1471, -2.1351, 0.8657], [1.8189, -0.4813, 1.4204]], "forces_ev_per_angstrom": [[-0.7, -4.4, -0.5], [1.7, 5.9, 1.8], [1.1, -2.1, -0.6], [-2.9, -4.3, -2.3], [-0.7, 4.8, 2.3], [2.1, -0.8, -2.2], [0.5, -1.7, 2.0], [-0.8, 1.0, 1.2], [-0.5, -0.9, -1.0], [0.9, 1.8, -1.0], [-0.8, 0.6, 0.2]], "mulliken_charge": [-0.491, 0.652, -0.461, -0.609, 0.092, -0.264, -0.215, 0.336, 0.309, 0.315, 0.337], "gap_ha": 0.3766, "e_lumo_ev": 0.194, "smiles": "O=C(O)C[C@H](F)Cl", "relative_energy_kj_mol": 197.8}